Version 1
One molecule with the formula C11H16N4O3, computed with the ωB97M-V functional and the def2-TZVPD basis.

Its multiplicity is 1. As for the SMILES: N[C@@H](Cc1c[nH]cn1)C(=O)N1CCC[C@H]1C(=O)O. The HOMO-LUMO gap is 9.982 eV.

Geometry (Å):
1 N 1.41 -0.81 2.33
2 C 0.44 -0.24 1.39
3 C 0.55 1.34 1.11
4 C -0.16 2.19 2.09
5 C 0.20 3.11 3.04
6 N -0.95 3.16 3.97
7 C -1.93 2.44 3.30
8 N -1.61 1.72 2.33
9 C 0.60 -1.04 0.08
10 O 1.58 -1.85 -0.02
11 N -0.04 -0.88 -1.15
12 C -1.47 -0.29 -1.08
13 C -2.23 -1.52 -1.63
14 C -1.37 -1.74 -2.87
15 C 0.03 -1.59 -2.43
16 C 1.15 -1.09 -3.15
17 O 1.16 -1.00 -4.43
18 O 2.25 -1.03 -2.42
19 H 2.35 -0.49 1.94
20 H 1.55 -1.96 2.03
21 H -0.44 -0.56 1.77
22 H 1.59 1.61 1.24
23 H 0.17 1.56 0.05
24 H 1.23 3.31 3.28
25 H -1.04 4.21 4.48
26 H -2.92 2.38 3.56
27 H -1.56 -0.09 0.01
28 H -1.58 0.62 -1.79
29 H -2.01 -2.44 -0.81
30 H -3.40 -1.20 -1.80
31 H -1.69 -0.89 -3.61
32 H -1.46 -2.85 -3.17
33 H 0.40 -2.74 -2.22
34 H 2.23 -1.34 -1.46



Version 2
One molecule with the formula C11H16N4O3, computed with the ωB97M-V functional and the def2-TZVPD basis.

Its multiplicity is 1. As for the SMILES: N[C@@H](Cc1c[nH]cn1)C(=O)N1CCC[C@H]1C(=O)O. The HOMO-LUMO gap is 9.653 eV.

Geometry (Å):
1 N 0.77 3.33 0.80
2 C 0.28 2.01 0.10
3 C 1.27 1.54 -0.95
4 C 2.05 0.34 -0.75
5 C 3.39 0.34 -0.54
6 N 3.70 -1.02 -0.41
7 C 2.51 -1.71 -0.49
8 N 1.53 -0.92 -0.84
9 C 0.01 0.84 1.10
10 O 0.77 0.50 1.95
11 N -1.05 -0.06 0.78
12 C -0.94 -1.43 1.37
13 C -2.02 -2.17 0.76
14 C -1.78 -1.77 -0.76
15 C -1.63 -0.17 -0.59
16 C -3.08 0.68 -0.84
17 O -3.12 1.15 -1.93
18 O -3.87 0.66 0.21
19 H 0.09 3.38 1.57
20 H 1.50 2.76 1.35
21 H -0.61 2.31 -0.38
22 H 0.77 1.36 -1.93
23 H 2.01 2.31 -1.18
24 H 4.12 1.09 -0.71
25 H 4.52 -1.15 0.08
26 H 2.52 -2.77 -0.48
27 H -0.07 -1.91 1.13
28 H -1.09 -1.34 2.37
29 H -2.04 -3.26 0.97
30 H -2.93 -1.67 1.18
31 H -0.82 -2.15 -1.02
32 H -2.63 -1.92 -1.56
33 H -0.90 0.37 -1.20
34 H -3.21 0.45 0.84



Version 3
One molecule with the formula C11H16N4O3, computed with the ωB97M-V functional and the def2-TZVPD basis.

Its multiplicity is 1. As for the SMILES: Cc1nc(N(C)C=O)nc(OC(=O)N(C)C)c1C. The HOMO-LUMO gap is 9.466 eV.

Geometry (Å):
1 C -0.84 0.46 -3.89
2 C -0.25 0.39 -2.48
3 N 1.04 0.07 -2.40
4 C 1.61 -0.06 -1.18
5 N 2.95 -0.50 -1.10
6 C 3.68 -0.93 -2.28
7 C 3.54 -0.41 0.13
8 O 4.75 -0.67 0.23
9 N 0.92 0.17 -0.02
10 C -0.40 0.38 -0.12
11 O -1.01 0.63 1.05
12 C -1.25 -0.42 1.83
13 O -1.36 -1.57 1.40
14 N -1.59 -0.15 3.18
15 C -1.84 -1.20 4.15
16 C -1.11 1.14 3.67
17 C -1.02 0.54 -1.33
18 C -2.47 0.92 -1.46
19 H -1.29 1.44 -4.08
20 H -1.65 -0.30 -3.98
21 H -0.09 0.28 -4.64
22 H 3.05 -0.98 -3.20
23 H 4.46 -0.17 -2.43
24 H 4.20 -1.88 -2.10
25 H 3.00 -0.17 1.02
26 H -2.90 -1.16 4.46
27 H -1.66 -2.17 3.68
28 H -1.16 -1.13 4.98
29 H -1.59 1.92 3.10
30 H -0.04 1.25 3.54
31 H -1.24 1.24 4.76
32 H -2.95 0.26 -2.20
33 H -2.96 0.84 -0.50
34 H -2.55 1.92 -1.82



Which one sits at the top of the stability order? version 3 does.



Version 1
One molecule with the formula C4H4O, computed with the ωB97M-V functional and the def2-TZVPD basis.

Its multiplicity is 1. As for the SMILES: C#CC(C)=O. The HOMO-LUMO gap is 10.535 eV.

Geometry (Å):
1 C -1.31 1.69 1.05
2 C -0.60 0.97 0.40
3 C 0.25 0.17 -0.45
4 C 0.60 -1.26 -0.26
5 O 0.72 0.66 -1.47
6 H -1.94 2.34 1.62
7 H 0.87 -1.26 -1.35
8 H -0.15 -1.91 0.24
9 H 1.56 -1.40 0.23



Version 2
One molecule with the formula C4H4O, computed with the ωB97M-V functional and the def2-TZVPD basis.

Its multiplicity is 1. As for the SMILES: CC=C=C=O. The HOMO-LUMO gap is 8.248 eV.

Geometry (Å):
1 C -1.42 0.06 0.02
2 C -0.07 -0.63 0.19
3 C 1.03 -0.10 -0.28
4 C 2.20 0.38 -0.35
5 O 3.27 0.87 -0.42
6 H -1.20 1.12 -0.16
7 H -2.03 -0.02 0.92
8 H -2.04 -0.28 -0.83
9 H 0.26 -1.38 0.91



Which one sits at the top of the stability order? version 2 does.



Version 1
One molecule with the formula C4H4O, computed with the ωB97M-V functional and the def2-TZVPD basis.

Its multiplicity is 1. As for the SMILES: C#CC(C)=O. The HOMO-LUMO gap is 10.347 eV.

Geometry (Å):
1 C -0.09 -1.10 -1.77
2 C 0.52 -1.11 -0.72
3 C 0.58 0.20 -0.03
4 C -0.24 0.37 1.22
5 O 1.13 1.13 -0.57
6 H -0.58 -0.81 -2.67
7 H -0.51 -0.58 1.68
8 H -1.15 0.91 0.95
9 H 0.34 0.99 1.90



Version 2
One molecule with the formula C4H4O, computed with the ωB97M-V functional and the def2-TZVPD basis.

Its multiplicity is 1. As for the SMILES: C#CCC=O. The HOMO-LUMO gap is 10.772 eV.

Geometry (Å):
1 C -1.48 1.08 -0.45
2 C -0.60 0.77 0.32
3 C 0.56 0.01 0.81
4 C 0.68 -0.90 -0.42
5 O 0.20 -1.99 -0.48
6 H -2.26 1.33 -1.13
7 H 1.43 0.66 0.97
8 H 0.36 -0.58 1.71
9 H 1.11 -0.38 -1.31



Which one sits at the top of the stability order? version 2 does.



Version 1
One molecule with the formula C3H8S, computed with the ωB97M-V functional and the def2-TZVPD basis.

Its multiplicity is 1. As for the SMILES: CCSC. The HOMO-LUMO gap is 9.556 eV.

Geometry (Å):
1 C 1.30 0.79 0.04
2 C 0.90 -0.60 0.62
3 S -0.32 -1.55 -0.47
4 C -1.66 -0.30 -0.54
5 H 1.15 0.93 -1.01
6 H 2.32 1.06 0.32
7 H 0.51 1.43 0.33
8 H 0.21 -0.58 1.53
9 H 1.84 -1.14 0.66
10 H -1.67 0.46 0.35
11 H -1.98 0.32 -1.48
12 H -2.61 -0.83 -0.35



Version 2
A 2-piece molecular cluster, C3H8S overall, computed with the ωB97M-V functional and the def2-TZVPD basis.

Its multiplicity is 1. The HOMO-LUMO gap is 7.686 eV.

Geometry (Å):
1 C -0.48 -0.71 -1.80
2 C -0.57 0.63 -1.05
3 C -0.56 0.42 0.45
4 S 0.92 -0.05 1.28
5 H -0.28 -0.55 -2.90
6 H -1.43 -1.27 -1.62
7 H 0.40 -1.31 -1.36
8 H 0.25 1.25 -1.18
9 H -1.43 1.32 -1.31
10 H -1.37 -0.25 0.67
11 H -1.05 1.28 1.04
12 H -0.22 -1.61 0.59



Which one sits at the top of the stability order? version 1 does.



Version 1
A 2-piece molecular cluster, C3H8S overall, computed with the ωB97M-V functional and the def2-TZVPD basis.

Its multiplicity is 1. The HOMO-LUMO gap is 6.629 eV.

Geometry (Å):
1 C 0.67 -1.12 -0.55
2 C -0.37 0.05 -0.65
3 S -0.75 -0.37 2.74
4 C -0.15 1.17 0.32
5 H 1.66 -0.75 -0.77
6 H 0.74 -1.48 0.48
7 H 0.32 -1.91 -1.21
8 H -0.32 0.25 -1.72
9 H -1.34 -0.38 -0.41
10 H 0.84 1.61 0.44
11 H -0.58 0.87 1.31
12 H -0.72 2.06 0.02



Version 2
A 2-piece molecular cluster, C3H8S overall, computed with the ωB97M-V functional and the def2-TZVPD basis.

Its multiplicity is 1. As for the SMILES: C=CC.S. The HOMO-LUMO gap is 10.305 eV.

Geometry (Å):
1 C -1.19 0.67 0.54
2 C -1.62 -0.37 -0.17
3 C -0.60 -1.25 -0.87
4 H -1.79 1.39 1.07
5 H -0.15 1.00 0.49
6 H -2.61 -0.30 -0.61
7 H -1.06 -1.94 -1.56
8 H 0.08 -1.73 -0.16
9 H 0.15 -0.62 -1.36
10 S 3.32 1.41 1.26
11 H 3.11 1.23 -0.05
12 H 2.34 0.51 1.42



Which one sits at the top of the stability order? version 2 does.



Version 1
A 7-piece molecular cluster, C5H24N2O7 overall, computed with the ωB97M-V functional and the def2-TZVPD basis.

Its multiplicity is 1. As for the SMILES: CC(C)NC(=O)CN.O.O.O.O.O.O. The HOMO-LUMO gap is 9.135 eV.

Geometry (Å):
1 C 0.57 -1.60 2.37
2 C -0.73 -1.38 1.59
3 C -1.78 -1.73 2.55
4 N -0.73 0.02 1.05
5 C -0.40 0.01 -0.31
6 O 0.07 -1.01 -0.83
7 C -0.51 1.36 -1.13
8 N -0.10 2.51 -0.30
9 H 0.19 -1.53 3.38
10 H 1.39 -0.81 2.34
11 H 1.17 -2.43 2.12
12 H -0.52 -2.19 0.86
13 H -2.51 -2.42 2.19
14 H -1.29 -2.35 3.37
15 H -2.28 -0.96 3.17
16 H -1.21 0.82 1.43
17 H -1.58 1.34 -1.46
18 H 0.39 1.15 -1.94
19 H -0.76 2.83 0.33
20 H 0.83 2.55 0.14
21 O 2.91 -1.18 0.36
22 H 2.05 -1.76 0.11
23 H 2.54 -0.36 0.01
24 O -2.01 -2.17 -2.31
25 H -1.82 -2.80 -3.06
26 H -1.40 -1.43 -2.50
27 O -1.83 2.32 2.66
28 H -2.72 2.62 2.46
29 H -1.75 1.69 3.37
30 O 2.81 1.26 -1.10
31 H 3.70 1.34 -1.08
32 H 2.55 0.78 -1.89
33 O 0.77 -0.84 -3.49
34 H 1.51 -1.53 -3.34
35 H 0.23 -0.87 -2.58
36 O 0.76 2.62 -3.07
37 H -0.02 3.05 -2.82
38 H 1.52 3.08 -2.66



Version 2
A 7-piece molecular cluster, C5H24N2O7 overall, computed with the ωB97M-V functional and the def2-TZVPD basis.

Its multiplicity is 1. As for the SMILES: CC(C)CNC(N)=O.O.O.O.O.O.O. The HOMO-LUMO gap is 10.032 eV.

Geometry (Å):
1 C -1.00 0.39 2.37
2 C -2.02 0.33 1.25
3 C -2.35 -1.09 0.78
4 C -1.73 1.30 0.09
5 N -0.59 0.95 -0.72
6 C 0.27 1.95 -1.14
7 N 1.07 1.53 -2.16
8 O 0.35 3.06 -0.62
9 H 0.03 0.28 2.07
10 H -1.19 -0.31 3.19
11 H -1.10 1.29 2.98
12 H -2.94 0.70 1.71
13 H -2.54 -1.67 1.69
14 H -1.52 -1.64 0.37
15 H -3.27 -1.10 0.20
16 H -2.69 1.42 -0.42
17 H -1.56 2.29 0.51
18 H -0.28 -0.01 -0.72
19 H 1.60 2.22 -2.67
20 H 0.62 0.86 -2.78
21 O 0.30 -1.11 -3.27
22 H 0.23 -1.85 -3.88
23 H 1.14 -1.25 -2.78
24 O 2.28 -1.62 0.67
25 H 1.85 -0.75 0.73
26 H 3.12 -1.39 1.08
27 O 1.67 -2.84 -1.83
28 H 2.58 -3.04 -1.58
29 H 1.24 -2.75 -0.97
30 O 1.20 2.84 1.97
31 H 1.47 3.76 2.03
32 H 1.02 2.79 1.00
33 O -2.13 -2.58 -2.35
34 H -1.64 -3.14 -1.75
35 H -1.50 -1.98 -2.77
36 O 2.91 0.54 2.35
37 H 2.96 0.55 3.31
38 H 2.15 1.07 2.06



Which one sits at the top of the stability order? version 2 does.



Version 1
A 12-piece molecular cluster, C5H37N3O11 overall, computed with the ωB97M-V functional and the def2-TZVPD basis.

Its multiplicity is 1. As for the SMILES: C[C@H](N)CNCCN.O.O.O.O.O.O.O.O.O.O.O. The HOMO-LUMO gap is 9.660 eV.

Geometry (Å):
1 C 1.24 2.96 1.32
2 C 1.18 1.57 1.94
3 N 2.48 0.96 2.19
4 C 0.36 0.52 1.12
5 N -0.68 1.03 0.24
6 C -1.93 1.39 0.93
7 C -3.13 0.84 0.16
8 N -3.52 -0.57 0.31
9 H 1.30 2.90 0.23
10 H 0.29 3.48 1.50
11 H 2.08 3.51 1.72
12 H 0.69 1.65 2.91
13 H 3.04 0.97 1.33
14 H 3.05 1.47 2.85
15 H 0.03 -0.28 1.78
16 H 1.16 0.09 0.51
17 H -0.91 0.26 -0.36
18 H -2.11 2.46 0.85
19 H -1.88 1.17 2.00
20 H -2.85 1.07 -0.87
21 H -4.05 1.39 0.36
22 H -2.82 -1.17 0.73
23 H -4.29 -0.64 0.96
24 O -0.87 3.21 -1.37
25 H -0.31 3.67 -0.74
26 H -0.50 2.29 -1.30
27 O 3.65 2.23 -2.09
28 H 4.00 1.65 -1.41
29 H 3.12 1.68 -2.65
30 O -0.39 -2.79 -2.83
31 H -0.94 -2.00 -2.91
32 H -0.48 -3.23 -3.68
33 O 3.13 -2.80 0.36
34 H 3.73 -3.26 0.96
35 H 2.25 -3.17 0.52
36 O 2.96 -0.42 -1.73
37 H 3.50 -1.23 -1.68
38 H 2.62 -0.48 -0.83
39 O -0.07 3.01 -4.02
40 H 0.46 2.20 -4.07
41 H -0.41 2.92 -3.10
42 O 3.10 -1.95 3.39
43 H 3.01 -1.33 4.12
44 H 2.72 -1.54 2.60
45 O -2.52 -0.53 -2.64
46 H -2.74 0.34 -2.99
47 H -3.11 -0.66 -1.87
48 O -2.47 -3.45 -0.58
49 H -3.10 -2.74 -0.76
50 H -1.97 -3.60 -1.39
51 O -2.46 -1.88 3.00
52 H -2.73 -2.71 3.41
53 H -1.52 -2.13 2.90
54 O 0.17 -2.53 -0.25
55 H 0.22 -3.15 -1.00
56 H -0.79 -2.66 -0.09



Version 2
A 12-piece molecular cluster, C5H37N3O11 overall, computed with the ωB97M-V functional and the def2-TZVPD basis.

Its multiplicity is 1. As for the SMILES: NCCCCNCN.O.O.O.O.O.O.O.O.O.O.O. The HOMO-LUMO gap is 9.074 eV.

Geometry (Å):
1 N 2.56 0.43 -1.35
2 C 2.57 0.17 0.08
3 C 1.66 0.94 1.02
4 C 0.11 0.94 0.59
5 C -0.46 -0.14 -0.27
6 N -1.52 -0.88 0.44
7 C -2.28 -1.77 -0.65
8 N -1.37 -2.49 -1.57
9 H 3.33 0.90 -1.84
10 H 1.77 0.87 -1.63
11 H 2.22 -0.84 0.22
12 H 3.62 0.33 0.39
13 H 1.79 1.98 1.07
14 H 1.55 0.64 2.01
15 H -0.51 1.12 1.51
16 H 0.06 1.82 -0.09
17 H -0.91 0.33 -1.16
18 H 0.40 -0.89 -0.67
19 H -1.15 -1.32 1.32
20 H -2.91 -2.43 0.05
21 H -2.81 -1.01 -1.23
22 H -0.71 -3.13 -1.08
23 H -0.98 -1.86 -2.14
24 O -3.32 1.87 -0.59
25 H -2.68 1.27 -0.11
26 H -3.25 1.60 -1.50
27 O 1.70 -2.79 -2.80
28 H 1.63 -1.89 -2.48
29 H 2.07 -2.74 -3.67
30 O -0.29 2.40 -2.95
31 H -0.11 3.13 -2.32
32 H -0.37 2.83 -3.85
33 O -2.55 1.09 2.41
34 H -2.33 0.37 1.74
35 H -2.21 0.62 3.20
36 O -0.32 -0.62 4.72
37 H -0.13 -1.27 5.48
38 H 0.43 -0.75 4.10
39 O -2.46 0.96 -3.01
40 H -2.66 1.49 -3.86
41 H -1.58 1.40 -2.83
42 O -2.34 3.44 1.00
43 H -3.11 3.13 0.54
44 H -2.21 2.83 1.71
45 O 0.68 -5.24 -2.01
46 H 1.40 -4.66 -1.80
47 H 0.32 -4.75 -2.76
48 O 4.58 -1.68 2.68
49 H 4.20 -2.09 3.46
50 H 4.93 -2.19 1.87
51 O -0.65 4.14 -0.95
52 H -0.76 4.98 -1.23
53 H -1.32 3.92 -0.22
54 O 1.96 -1.66 3.90
55 H 2.16 -1.90 3.03
56 H 2.57 -0.93 4.11



Which one sits at the top of the stability order? version 1 does.



Version 1
C5H15N3 as an isolated structure, computed with the ωB97M-V functional and the def2-TZVPD basis.

Its multiplicity is 1. The HOMO-LUMO gap is 9.128 eV.

Geometry (Å):
1 C -0.08 0.96 0.15
2 C -0.31 -0.51 0.47
3 C -1.07 -0.54 1.81
4 C -1.17 -1.17 -0.61
5 C 1.02 -1.27 0.60
6 N 0.99 0.65 -2.25
7 N -0.88 1.58 -0.69
8 N 0.87 1.61 0.88
9 H -0.07 1.24 -1.83
10 H -0.83 2.59 -0.61
11 H 1.11 2.55 0.61
12 H 1.63 1.07 1.27
13 H 1.65 1.39 -2.47
14 H 1.09 -0.04 -2.98
15 H 1.59 -0.98 1.48
16 H 0.81 -2.34 0.70
17 H -0.49 -0.09 2.61
18 H -2.02 0.00 1.71
19 H -1.28 -1.57 2.09
20 H -1.44 -2.18 -0.30
21 H -0.64 -1.23 -1.55
22 H -2.08 -0.60 -0.77
23 H 1.62 -1.11 -0.30



Version 2
C5H15N3 as an isolated structure, computed with the ωB97M-V functional and the def2-TZVPD basis.

Its multiplicity is 1. The HOMO-LUMO gap is 8.704 eV.

Geometry (Å):
1 C -1.64 -0.19 -0.05
2 C -3.16 -0.35 -0.21
3 N -1.22 1.16 0.32
4 C -0.67 -0.97 1.96
5 N -1.19 -1.23 0.85
6 H -1.17 -0.42 -1.01
7 H -1.26 1.75 -0.50
8 H -1.82 1.54 1.05
9 H -3.52 0.33 -0.99
10 H -3.41 -1.37 -0.48
11 H -3.66 -0.11 0.73
12 H -0.54 0.03 2.37
13 H -0.37 -1.81 2.59
14 C 2.02 0.41 -0.86
15 C 3.32 -0.27 -1.17
16 N 1.82 0.72 0.48
17 H 0.89 1.11 0.67
18 H 2.07 -0.02 1.13
19 H 1.60 1.14 -1.62
20 H 0.93 -0.14 -1.54
21 H 4.15 0.40 -0.95
22 H 3.46 -1.17 -0.56
23 H 3.36 -0.55 -2.22



Version 3
A 2-piece molecular cluster, C5H15N3 overall, computed with the ωB97M-V functional and the def2-TZVPD basis.

Its multiplicity is 1. As for the SMILES: C/C=C/N.NCCN. The HOMO-LUMO gap is 9.466 eV.

Geometry (Å):
1 C -0.53 -1.19 -2.18
2 C -0.69 0.29 -2.09
3 C 0.32 1.12 -1.86
4 N 0.31 2.53 -1.94
5 H 0.47 -1.49 -1.87
6 H -1.19 -1.77 -1.51
7 H -0.73 -1.57 -3.18
8 H -1.66 0.72 -2.32
9 H 1.30 0.70 -1.64
10 H 0.83 2.91 -1.17
11 H -0.64 2.88 -1.96
12 N 1.21 -2.06 2.45
13 C 0.89 -0.73 1.92
14 C -0.62 -0.52 1.91
15 N -0.88 0.84 1.40
16 H 2.20 -2.17 2.62
17 H 0.95 -2.75 1.75
18 H 1.24 -0.61 0.88
19 H 1.33 0.03 2.56
20 H -1.14 -1.33 1.39
21 H -0.98 -0.59 2.93
22 H -0.86 0.77 0.38
23 H -1.85 1.07 1.63



Which one sits at the top of the stability order? version 3 does.



Version 1
One molecule with the formula C5H15N3, computed with the ωB97M-V functional and the def2-TZVPD basis.

Its multiplicity is 1. As for the SMILES: CNC[C@H](N)CCN. The HOMO-LUMO gap is 9.688 eV.

Geometry (Å):
1 C -0.67 2.48 -1.60
2 N 0.38 1.92 -0.73
3 C -0.16 0.99 0.31
4 C -0.61 -0.36 -0.26
5 N -1.83 -0.76 0.44
6 C 0.48 -1.44 -0.41
7 C 1.61 -1.58 0.61
8 N 1.23 -1.68 1.98
9 H -0.53 3.57 -1.52
10 H -0.51 2.19 -2.62
11 H -1.67 2.30 -1.21
12 H 0.99 2.54 -0.23
13 H -0.89 1.50 0.92
14 H 0.74 0.81 0.92
15 H -0.85 -0.06 -1.28
16 H -2.67 -1.07 -0.01
17 H -1.62 -1.08 1.37
18 H 0.83 -1.31 -1.45
19 H -0.05 -2.38 -0.62
20 H 2.21 -0.66 0.47
21 H 2.19 -2.46 0.35
22 H 0.72 -2.53 2.17
23 H 0.70 -0.93 2.40



Version 2
One molecule with the formula C5H15N3, computed with the ωB97M-V functional and the def2-TZVPD basis.

Its multiplicity is 1. As for the SMILES: CN(CCN)CCN. The HOMO-LUMO gap is 8.752 eV.

Geometry (Å):
1 C 0.41 1.76 1.32
2 N -0.39 0.56 0.96
3 C -1.17 0.79 -0.30
4 C -0.15 1.07 -1.40
5 N -0.43 0.91 -2.87
6 C 0.04 -0.65 1.50
7 C 1.12 -1.69 0.97
8 N 0.49 -2.65 0.05
9 H 1.20 1.46 2.04
10 H -0.31 2.42 1.90
11 H 1.02 2.21 0.56
12 H -1.68 -0.12 -0.51
13 H -1.70 1.70 0.02
14 H -0.11 2.18 -1.45
15 H 0.84 0.60 -1.12
16 H -1.16 0.20 -2.99
17 H 0.42 0.58 -3.28
18 H -0.90 -1.23 1.58
19 H 0.18 -0.57 2.66
20 H 1.82 -1.13 0.39
21 H 1.49 -2.17 1.88
22 H 0.40 -2.40 -0.93
23 H -0.49 -2.82 0.23



Which one sits at the top of the stability order? version 1 does.